(1)
C5H13N2 | the ωB97M-V functional and the def2-TZVPD basis

```
20
Properties=species:S:1:pos:R:3:forces:R:3
N -0.561717 1.689796 -0.864263 -0.4 -0.5 1.4
N 1.227083 -0.787277 -0.334254 0.7 1.1 1.0
C 1.515724 -1.684955 -1.471991 -0.3 -0.4 -0.1
H 0.519169 -2.506969 0.661802 -1.0 -0.1 -0.4
H -1.653812 -1.254235 1.018351 -0.2 -0.8 1.8
C -0.696489 -0.815515 1.292279 1.6 0.1 -2.1
H 0.387424 0.894200 1.862706 0.2 0.4 -0.2
H -1.158430 0.902473 2.589113 -0.3 -0.1 -0.3
H 2.126601 -0.551304 0.105803 -0.4 0.1 -0.3
C -1.257750 1.558124 0.541821 -0.4 1.9 -0.3
H -0.181278 0.722238 -0.966696 0.5 0.4 -1.0
H -1.311994 2.616069 0.813898 -0.2 -0.2 0.5
C 0.347322 -1.431934 0.613929 -1.5 0.7 0.4
H 0.146742 2.419958 -0.918864 0.6 -0.5 0.6
H -2.270605 1.256291 0.264049 0.1 -0.2 0.3
H 1.629387 -1.174002 -2.434417 0.2 0.4 0.4
H -1.245231 2.064399 -1.531921 -0.1 -1.1 0.0
H 2.426212 -2.226566 -1.243235 0.0 -0.5 -0.3
H 0.666259 -2.367268 -1.642807 0.4 0.1 0.3
C -0.654619 0.676477 1.644697 0.5 -0.8 -1.6
```
Positions in Å, forces in eV/Å.

**Energy above the lowest of the compared OMol25 structures with the same formula, charge and spin**: 82.62 kcal per mole
**SMILES string**: CN/C=C\CC[NH3+]
**E**: -8367.2277 eV
**Lowest unoccupied orbital energy**: -3.395 eV
**Spin multiplicity**: 1
**Total charge**: +1

(2)
C5H13N2 | the ωB97M-V functional and the def2-TZVPD basis

```
20
Properties=species:S:1:pos:R:3:forces:R:3
H -3.430188 1.004153 1.175476 0.0 -0.3 -0.2
H 3.253493 -0.420972 -2.698029 0.0 -0.3 -0.2
C 1.168052 0.543002 -0.164457 0.2 -0.2 -1.1
C 0.119581 -0.479568 0.164079 -0.9 -0.4 1.0
H -4.047818 -0.548069 1.791331 -0.1 0.0 -0.1
C -1.153152 -0.090209 0.433394 -0.7 1.7 1.0
H -1.648901 0.802617 0.030415 0.8 0.0 -0.5
H 0.865730 0.035365 -2.262879 0.1 -0.2 0.0
C 1.608447 0.534286 -1.647693 -0.1 -0.2 -0.3
C -3.213284 0.148820 1.822999 -0.7 0.8 -0.6
H -1.708645 -1.158149 2.128542 0.6 -0.2 -0.5
N -1.983030 -0.495462 1.416854 -0.2 -1.1 0.8
H 2.064688 0.352556 0.436016 -0.1 0.1 0.2
N 2.934647 -0.256992 -1.749752 -1.1 1.6 0.3
H 0.352390 -1.393862 0.705455 0.7 0.1 -0.1
H 1.802290 1.507634 -2.098577 0.2 0.0 0.2
H -3.211624 0.601218 2.820315 0.6 -0.4 0.1
H 2.820135 -1.093998 -1.193813 0.3 -0.5 0.0
H 0.860542 1.557959 0.089774 -0.1 -0.1 0.0
H 3.564276 0.397305 -1.289671 0.6 -0.5 0.1
```
Positions in Å, forces in eV/Å.

**Energy above the lowest of the compared OMol25 structures with the same formula, charge and spin**: 62.82 kcal per mole
**SMILES string**: CN/C=C/CC[NH3+]
**E**: -8368.0861 eV
**Lowest unoccupied orbital energy**: -3.438 eV
**Spin multiplicity**: 1
**Total charge**: +1

(3)
C5H13N2 | the ωB97M-V functional and the def2-TZVPD basis

```
20
Properties=species:S:1:pos:R:3:forces:R:3
N 0.493272 1.263832 -1.608820 -0.5 1.6 2.1
H 2.031717 -0.979551 -0.710590 1.2 -0.6 0.5
H 1.574152 1.237578 0.837649 -1.0 -1.5 -0.3
H -1.637458 -1.043060 0.522777 1.3 -1.2 0.2
H -0.945184 -1.351392 2.177327 0.3 -0.8 -2.0
H -0.240088 1.502859 -2.272242 0.7 0.4 -0.5
H -2.134422 1.755339 -1.235916 0.7 -1.0 2.2
H 0.091281 1.108886 1.575041 -1.5 0.5 3.3
H 1.166474 2.058378 -1.421942 -0.7 -1.1 -1.2
H 1.267974 -1.239621 1.516482 0.3 -0.3 -0.3
N 1.052888 -1.153553 -0.589422 0.1 -1.6 -1.2
C -0.229788 1.220146 -0.326982 -4.0 -0.5 -1.2
H -0.556882 -2.557999 0.840218 -0.8 -1.9 -0.1
C -1.630448 1.340864 -0.259786 3.4 1.1 -3.3
C -0.755932 -1.551229 1.039197 -1.5 2.7 2.0
C 0.555986 -0.919423 0.761597 0.8 3.9 1.0
H 0.762920 -0.445894 -1.275538 -1.0 0.8 -0.3
C 0.559358 0.684532 0.787872 2.2 -0.2 -1.2
H -2.207931 1.127895 0.611164 -0.2 0.1 0.4
H 0.782114 -2.058593 -0.968094 0.4 -0.3 0.0
```
Positions in Å, forces in eV/Å.

**Energy above the lowest of the compared OMol25 structures with the same formula, charge and spin**: 62.98 kcal per mole
**SMILES string**: C=C(N)C[C@@H](C)[NH3+]
**E**: -8368.0793 eV
**Lowest unoccupied orbital energy**: -3.110 eV
**Spin multiplicity**: 1
**Total charge**: +1

| no. | HOMO energy (eV) |
| --- | --- |
| 1 | -12.37 |
| 2 | -10.96 |
| 3 | -13.06 |